Record 1
Computed, not measured: a cluster of 13 separate species, C31H88O13 in total, with ωB97M-V/def2-TZVPD.

ORCA input file:
```
! wB97M-V def2-TZVPD RIJCOSX def2/J DEFGRID3
* xyz 0 1
C 0.114 2.706 3.870
O 0.633 1.967 4.972
H -0.973 2.754 3.935
H 0.597 3.681 3.818
H 0.464 2.364 2.896
H 1.584 1.844 4.913
C 0.291 -4.323 3.824
O -0.986 -4.153 4.470
H 0.572 -3.388 3.339
H 1.007 -4.756 4.522
H 0.168 -4.991 2.971
H -1.017 -3.323 4.951
C -4.051 3.127 0.508
O -5.431 3.062 0.105
H -3.481 3.122 -0.421
H -3.804 4.040 1.050
H -3.782 2.272 1.128
H -5.879 3.434 0.868
C 3.175 -1.168 2.391
O 3.076 0.188 2.841
H 4.041 -1.554 2.929
H 2.407 -1.862 2.732
H 3.479 -1.269 1.349
H 2.308 0.513 2.366
C -2.507 -0.817 3.708
C -1.977 -0.703 5.144
C -2.646 0.432 5.953
O -2.178 -1.963 5.776
H -2.185 -1.683 3.130
H -2.069 0.106 3.327
H -3.594 -0.762 3.769
H -0.891 -0.614 5.148
H -1.870 0.785 6.633
H -3.480 0.028 6.528
H -2.926 1.274 5.321
H -3.068 -2.179 6.064
C -2.514 5.998 -1.363
C -1.456 5.052 -1.896
C -1.772 4.509 -3.330
O -0.283 5.825 -1.882
H -2.571 6.907 -1.963
H -2.159 6.353 -0.395
H -3.545 5.646 -1.360
H -1.413 4.137 -1.306
H -1.170 3.641 -3.598
H -1.570 5.242 -4.112
H -2.809 4.238 -3.525
H 0.165 5.727 -2.725
C 6.281 1.647 -0.414
C 5.736 0.237 -0.598
C 4.319 0.439 -1.173
O 6.513 -0.581 -1.520
H 5.797 2.410 0.197
H 6.253 2.079 -1.414
H 7.318 1.678 -0.080
H 5.655 -0.412 0.274
H 3.609 0.753 -0.408
H 3.904 -0.509 -1.515
H 4.378 1.174 -1.976
H 6.591 0.024 -2.261
C -3.504 -5.575 -0.715
C -2.671 -4.424 -1.177
C -1.225 -4.766 -1.548
O -3.400 -3.873 -2.267
H -3.776 -6.097 -1.633
H -4.426 -5.320 -0.192
H -2.885 -6.195 -0.067
H -2.781 -3.685 -0.383
H -0.838 -4.086 -2.306
H -1.327 -5.806 -1.857
H -0.526 -4.754 -0.711
H -4.330 -3.902 -2.032
C -5.322 -1.702 1.413
C -5.223 -0.422 0.517
C -5.434 -0.678 -0.980
O -6.300 0.347 0.924
H -6.260 -2.220 1.213
H -5.431 -1.502 2.479
H -4.562 -2.468 1.255
H -4.243 0.045 0.622
H -4.565 -1.108 -1.479
H -5.420 0.159 -1.678
H -6.307 -1.221 -1.342
H -6.346 1.171 0.433
C 2.765 -5.211 -3.574
C 3.073 -5.036 -2.088
C 2.462 -3.791 -1.437
O 2.726 -6.189 -1.320
H 3.275 -4.416 -4.118
H 1.696 -5.240 -3.789
H 3.200 -6.138 -3.948
H 4.154 -4.948 -1.984
H 2.554 -2.863 -2.002
H 2.992 -3.721 -0.487
H 1.400 -3.901 -1.219
H 3.358 -6.891 -1.495
C 0.702 -0.579 -4.182
C 2.093 -0.017 -4.496
C 3.027 -1.135 -4.939
O 1.877 0.802 -5.584
H 0.063 -0.846 -5.023
H 0.196 0.223 -3.644
H 0.734 -1.367 -3.430
H 2.430 0.511 -3.604
H 2.982 -1.999 -4.276
H 4.078 -0.852 -4.892
H 2.745 -1.535 -5.913
H 1.763 0.287 -6.386
C 3.503 3.767 0.493
C 2.333 4.826 0.634
C 2.642 6.193 0.067
O 1.206 4.326 -0.051
H 3.163 2.844 0.963
H 4.448 4.026 0.970
H 3.747 3.519 -0.541
H 2.123 4.929 1.699
H 1.804 6.888 0.132
H 2.860 6.059 -0.992
H 3.558 6.650 0.442
H 0.730 4.984 -0.563
C -0.015 -1.096 0.343
C 0.263 0.400 0.001
C -0.948 1.218 0.329
O 1.405 0.908 0.675
H -0.986 -1.465 0.013
H -0.001 -1.203 1.428
H 0.828 -1.667 -0.047
H 0.430 0.278 -1.069
H -1.851 0.834 -0.146
H -0.997 2.256 0.000
H -1.198 1.193 1.390
H 1.331 1.865 0.687
*
```

Values from the calculation:
E_HOMO   -9.765 eV
Gap between HOMO and LUMO   0.372 hartree

Here are the Löwdin charges for atoms 1 to 8, given in e: C -0.14; O -0.12; H 0.08; H 0.07; H 0.05; H 0.07; C -0.14; O -0.14


Record 2
Computed, not measured: a structure of composition C31H91Br3N15O5P5, with ωB97M-V/def2-TZVPD.

ORCA input file:
```
! wB97M-V def2-TZVPD RIJCOSX def2/J DEFGRID3
* xyz 1 2
C -0.682 1.309 0.492
Br 0.877 1.809 1.578
Br -2.365 2.109 1.114
Br -0.967 -0.667 0.393
H -0.487 1.717 -0.500
O -3.233 5.309 -5.698
P -3.283 4.014 -4.927
N -3.754 2.678 -5.858
C -5.140 2.404 -6.218
C -2.763 2.137 -6.731
N -4.402 3.964 -3.588
C -5.055 5.130 -3.228
C -4.912 2.704 -2.947
N -1.698 3.688 -4.159
C -1.443 2.797 -3.092
C -0.651 4.663 -4.272
H -5.641 2.011 -5.333
H -5.276 1.773 -7.097
H -5.663 3.357 -6.291
H -1.825 2.202 -6.180
H -2.692 2.866 -7.538
H -3.119 1.164 -7.071
H -4.792 6.003 -3.825
H -6.114 4.874 -3.208
H -4.786 5.364 -2.198
H -4.516 1.761 -3.324
H -4.704 2.753 -1.878
H -5.977 2.665 -3.175
H -0.400 2.534 -2.919
H -1.776 3.261 -2.163
H -2.000 1.862 -3.156
H -0.486 4.968 -5.305
H 0.331 4.308 -3.960
H -0.840 5.583 -3.719
O 0.740 -3.155 -1.412
P 0.323 -3.554 -2.794
N -1.293 -4.315 -2.778
C -1.981 -4.679 -3.979
C -2.109 -4.292 -1.527
N 1.279 -4.752 -3.596
C 1.242 -6.210 -3.161
C 2.507 -4.394 -4.370
N -0.060 -2.207 -3.792
C -0.714 -1.134 -3.157
C -0.335 -2.294 -5.205
H -2.833 -4.052 -4.241
H -2.410 -5.679 -3.910
H -1.270 -4.610 -4.802
H -2.215 -3.248 -1.232
H -1.389 -4.651 -0.792
H -3.034 -4.864 -1.450
H 0.438 -6.683 -3.724
H 2.162 -6.746 -3.395
H 1.171 -6.283 -2.076
H 2.668 -5.177 -5.112
H 2.516 -3.337 -4.635
H 3.388 -4.442 -3.729
H -0.921 -0.351 -3.887
H -1.684 -1.420 -2.748
H -0.073 -0.783 -2.348
H -1.350 -2.651 -5.379
H 0.196 -3.076 -5.747
H -0.132 -1.316 -5.641
O 2.536 2.374 -3.922
P 3.577 1.331 -3.746
N 3.782 0.348 -5.121
C 2.576 -0.265 -5.716
C 4.961 0.683 -6.043
N 3.246 0.155 -2.552
C 2.278 0.534 -1.518
C 3.587 -1.241 -2.545
N 5.142 1.821 -3.269
C 6.139 0.883 -2.678
C 5.616 3.221 -3.491
H 2.915 -0.665 -6.672
H 1.771 0.465 -5.807
H 2.349 -1.217 -5.236
H 4.802 0.262 -7.036
H 5.897 0.273 -5.662
H 5.172 1.749 -6.125
H 1.364 0.690 -2.091
H 2.213 -0.284 -0.802
H 2.477 1.441 -0.947
H 2.694 -1.731 -2.156
H 3.974 -1.612 -3.494
H 4.445 -1.374 -1.887
H 6.535 1.263 -1.737
H 5.674 -0.001 -2.243
H 6.873 0.471 -3.371
H 6.687 3.189 -3.693
H 5.347 3.870 -2.658
H 5.023 3.610 -4.319
O -4.308 2.341 6.668
P -2.913 2.757 6.843
N -1.979 2.070 8.050
C -0.621 2.468 8.439
C -2.315 0.759 8.559
N -2.684 4.419 7.250
C -2.894 4.884 8.682
C -2.773 5.514 6.266
N -1.973 2.466 5.460
C -0.597 2.998 5.202
C -2.394 1.356 4.517
H 0.029 1.892 7.780
H -0.434 2.175 9.472
H -0.514 3.552 8.425
H -3.374 0.542 8.701
H -1.828 0.722 9.534
H -1.900 0.010 7.885
H -3.884 5.314 8.835
H -2.670 4.152 9.458
H -2.272 5.760 8.869
H -2.111 5.422 5.404
H -3.786 5.464 5.868
H -2.737 6.449 6.825
H -0.193 3.421 6.122
H 0.077 2.223 4.838
H -0.615 3.743 4.406
H -3.232 1.761 3.950
H -2.543 0.496 5.169
H -1.567 1.266 3.812
O 3.144 -1.720 4.241
P 2.118 -2.819 4.465
N 0.664 -2.297 5.096
C 0.792 -1.030 5.810
C -0.590 -3.094 5.281
N 2.625 -4.145 5.493
C 3.879 -4.938 5.079
C 1.773 -4.747 6.549
N 1.707 -3.557 2.980
C 0.921 -4.765 2.928
C 2.064 -2.866 1.700
H -0.171 -0.527 5.904
H 1.397 -0.373 5.185
H 1.424 -1.151 6.690
H -0.868 -3.614 4.364
H -1.422 -2.438 5.533
H -0.457 -3.753 6.140
H 3.817 -5.317 4.059
H 4.773 -4.329 5.215
H 3.981 -5.867 5.639
H 2.320 -5.399 7.230
H 1.410 -3.955 7.204
H 0.937 -5.361 6.212
H 0.638 -5.268 3.853
H -0.001 -4.390 2.482
H 1.483 -5.466 2.312
H 2.154 -3.627 0.925
H 3.027 -2.357 1.742
H 1.224 -2.191 1.535
*
```

Values from the calculation:
E_HOMO (alpha / beta)   -9.479 / -9.479 eV
Gap between HOMO and LUMO (alpha / beta)   0.260 / 0.098 hartree

Here are the Löwdin charges for atoms 1 to 8, given in e: C -1.46; Br 0.60; Br 0.61; Br 0.59; H -0.05; O -0.30; P 0.68; N -0.34


Number 1: energy -60186.991 eV. Number 2: energy -322777.548 eV.